Record 1
224
Properties=species:S:1:pos:R:3:mulliken_charge:R:1 method="wB97M-V/def2-TZVPD" homo_energy_ev=-8.5 smiles="CC1(C)CCCC(C)(C)N1O.CC1(C)CCCC(C)(C)N1O.CC1(C)CCCC(C)(C)N1O.CCOC(=O)C(F)(F)F.CCOS(C)(=O)=O.CCOS(C)(=O)=O.CCOS(C)(=O)=O.CCOS(C)(=O)=O.CCOS(C)(=O)=O.CCOS(C)(=O)=O.CCOS(C)(=O)=O.CCOS(C)(=O)=O" charge=0 gap_ha=0.3137 e_lumo_ev=0.047 energy_ha=-8002.21490
C 1.3392 -1.8865 0.9309 0.096
C 0.2235 -1.1503 0.1844 2.805
C -0.5769 -2.2116 -0.5329 -1.681
C -0.6903 -0.3527 1.1057 -1.118
C 0.0799 0.8155 1.6710 0.940
C 0.5856 1.6773 0.4786 -0.655
C 1.4386 0.9159 -0.5197 1.887
C 1.6766 1.6423 -1.8661 0.062
C 2.9243 0.7044 -0.0667 0.114
N 0.7340 -0.2624 -0.8687 0.632
O 1.4780 -1.0558 -1.8160 2.808
H 1.7638 -1.4042 1.7866 -0.735
H 1.0463 -2.8444 1.3599 0.081
H 2.0716 -2.1944 0.1601 -0.696
H 0.0263 -2.6770 -1.2838 0.016
H -1.0149 -2.8997 0.2214 0.394
H -1.3770 -1.7033 -1.0597 -0.272
H -1.4508 -0.0058 0.4465 -0.487
H -1.2012 -0.9995 1.7904 0.396
H -0.5810 1.4393 2.3057 0.157
H 0.9307 0.3521 2.1964 -0.740
H 1.1935 2.5803 0.8131 0.531
H -0.3256 2.0495 0.0827 -0.666
H 2.0113 0.9385 -2.6154 -0.494
H 2.3801 2.4856 -1.6452 0.404
H 0.8256 2.1798 -2.2997 -1.649
H 3.0116 0.2103 0.9314 -0.963
H 3.3335 1.6622 0.1211 0.996
H 3.4493 0.1720 -0.8662 -0.644
H 0.8793 -1.3774 -2.5265 -0.565
C -3.6314 -3.2480 3.3290 -2.153
C -4.5609 -2.0302 3.2236 2.335
C -4.0423 -0.8913 4.0327 -2.199
C -4.6910 -1.5009 1.7787 0.383
C -5.4393 -2.4802 0.9027 -0.774
C -6.7496 -3.0018 1.4445 -1.652
C -6.7095 -3.3434 2.9141 1.914
C -8.1380 -3.1259 3.5020 -1.928
C -6.3474 -4.8220 3.0767 -1.637
N -5.9519 -2.2899 3.6801 0.043
O -5.9103 -2.6036 5.0714 -0.504
H -2.5778 -2.9704 3.1918 0.286
H -3.7667 -3.7055 4.2464 0.496
H -3.9420 -3.9201 2.5279 0.289
H -2.9909 -0.6835 3.7597 0.148
H -4.6202 0.0326 3.7676 0.467
H -4.0362 -1.0737 5.0646 0.805
H -5.1880 -0.4966 1.7203 0.020
H -3.6859 -1.4145 1.3767 -0.626
H -5.6705 -1.9786 -0.0067 0.658
H -4.7843 -3.3500 0.7307 0.163
H -7.0466 -3.8432 0.8423 0.413
H -7.5623 -2.3277 1.1571 0.371
H -8.5638 -2.1261 3.3282 0.422
H -7.9988 -3.1038 4.5764 0.413
H -8.8705 -3.8936 3.1602 0.422
H -7.2724 -5.4485 2.9907 0.428
H -6.0253 -4.9523 4.1306 0.290
H -5.5582 -5.0904 2.3745 0.349
H -6.4180 -1.8752 5.5098 0.370
C -3.4461 2.0970 1.5927 -0.564
C -3.7303 3.4400 2.2657 2.037
C -2.4140 4.1728 2.1132 -1.653
C -4.7580 4.1464 1.3811 -0.717
C -5.2222 5.3964 2.0315 -0.917
C -5.8977 5.0552 3.4267 -1.128
C -4.8072 4.4710 4.2997 1.369
C -3.7391 5.4893 4.7442 -1.428
C -5.3567 3.8044 5.5816 -1.962
N -4.2112 3.2808 3.6325 0.538
O -3.1044 2.7426 4.3464 -0.227
H -2.8096 1.4560 2.2196 -0.311
H -4.3137 1.5525 1.3078 0.547
H -2.8441 2.2081 0.7048 -0.606
H -1.6232 3.7855 2.6691 0.299
H -2.0561 4.0534 1.0797 0.453
H -2.4174 5.2625 2.3680 0.219
H -4.3765 4.2981 0.3520 -0.047
H -5.6717 3.5390 1.1261 0.384
H -4.3485 5.9854 2.2062 0.347
H -5.9308 5.9292 1.3509 0.381
H -6.7992 4.4049 3.3350 0.270
H -6.2347 5.9612 3.9497 0.476
H -4.1810 6.1531 5.4933 0.539
H -3.4405 6.1376 3.9390 0.390
H -2.8036 5.0257 5.0733 -0.001
H -6.0176 2.9873 5.3876 0.403
H -5.8363 4.5158 6.2681 0.370
H -4.5332 3.3745 6.0473 0.525
H -3.5434 2.0160 4.7586 0.241
C 6.2579 2.4586 -3.9647 -1.792
C 5.2815 2.4714 -2.8150 2.831
O 5.6833 3.5835 -1.9741 -0.526
C 4.8261 4.3617 -1.4641 0.486
O 3.6235 4.3755 -1.5618 -0.617
C 5.5181 5.5516 -0.7425 0.766
F 4.7453 6.0872 0.2213 -0.252
F 6.6274 5.0594 -0.0516 -0.249
F 5.8086 6.4473 -1.6052 -0.227
H 7.2724 2.1157 -3.7098 0.328
H 6.3366 3.4219 -4.5088 0.420
H 5.9280 1.7558 -4.7463 0.322
H 5.3637 1.5414 -2.2055 -0.854
H 4.2622 2.5500 -3.0983 -0.654
C -0.5468 -6.0092 -0.4830 -1.104
C 0.9535 -5.7348 -0.6432 -0.166
O 1.1271 -5.4487 -2.0498 -0.243
S 2.6337 -5.2144 -2.5524 1.107
C 2.2214 -4.7494 -4.1635 -0.297
O 3.1061 -4.0140 -1.8960 -0.576
O 3.4067 -6.4279 -2.3607 -0.769
H -1.0672 -5.0635 -0.3598 0.100
H -0.6470 -6.6343 0.3846 0.338
H -0.9540 -6.5736 -1.3178 0.398
H 1.2285 -4.8904 0.0886 -0.013
H 1.5487 -6.5970 -0.4312 0.726
H 1.2457 -4.1996 -4.1091 -0.095
H 2.0689 -5.7110 -4.6053 0.587
H 3.0498 -4.1759 -4.5639 -0.158
C -1.4881 0.5598 -3.1856 0.079
C -2.4654 1.3659 -2.3248 -0.800
O -3.4486 1.9806 -3.1956 -0.430
S -4.0053 3.4631 -2.9332 1.191
C -5.7194 3.1318 -2.7346 -0.941
O -3.4548 3.9045 -1.6924 -0.624
O -3.8234 4.1855 -4.1286 -0.691
H -0.6802 1.1005 -3.7216 -0.679
H -2.1461 -0.0690 -3.7930 0.640
H -0.9605 -0.1476 -2.5792 -0.238
H -2.9917 0.7585 -1.6588 0.753
H -1.9484 2.1554 -1.8731 0.634
H -5.8256 2.2546 -2.0277 0.243
H -6.2208 2.8963 -3.7213 0.327
H -6.2091 3.9705 -2.2751 0.408
C 0.5358 3.7807 5.1683 -1.332
C 0.8879 2.3700 5.4423 0.146
O 2.3433 2.2049 4.9949 -0.364
S 3.1568 0.8539 5.2411 1.264
C 3.5539 0.3879 3.5976 -0.070
O 4.3408 1.2481 5.8873 -0.687
O 2.2279 -0.1180 5.7826 -0.606
H -0.4664 4.0586 5.4848 0.198
H 0.7488 4.0679 4.1275 0.294
H 1.3048 4.3293 5.6882 0.482
H 0.8024 2.1281 6.4923 0.442
H 0.2627 1.6507 4.8899 0.099
H 4.1885 1.1227 3.1353 0.112
H 2.5822 0.3467 3.1233 -0.308
H 4.0434 -0.5974 3.6227 0.345
C -1.5699 -0.2492 -7.7536 -1.336
C -0.6448 -0.9833 -6.7713 -0.005
O -1.5711 -1.6009 -5.7788 -0.259
S -0.9335 -2.7714 -4.9430 1.003
C -2.3157 -2.9768 -3.8738 -0.935
O -0.6457 -3.9656 -5.6342 -0.682
O 0.1009 -2.2017 -4.0813 -0.502
H -1.0188 0.4738 -8.4253 0.316
H -2.2780 0.3068 -7.1001 0.233
H -2.0290 -0.9596 -8.4238 0.434
H -0.0834 -1.8171 -7.1585 0.594
H 0.0426 -0.2784 -6.1981 0.044
H -3.1938 -3.1338 -4.4244 0.543
H -2.2990 -2.0151 -3.3458 -0.020
H -2.2742 -3.8039 -3.2273 0.293
C 3.5093 4.7633 -5.5696 -1.349
C 2.3979 4.6321 -4.5920 0.151
O 1.6737 3.4443 -4.8939 -0.191
S 0.2943 3.6927 -5.5499 0.970
C -0.5650 4.1166 -4.0559 -0.648
O 0.3566 4.8585 -6.4298 -0.671
O -0.1804 2.4219 -6.0102 -0.360
H 4.1362 3.8497 -5.7682 0.143
H 4.1765 5.5454 -5.1326 0.357
H 3.1670 5.0749 -6.5669 0.434
H 2.7782 4.5336 -3.5142 -0.054
H 1.8084 5.5384 -4.5809 0.638
H -0.2804 5.1715 -3.8449 0.518
H -0.3294 3.5257 -3.1328 0.146
H -1.6174 4.0620 -4.3676 0.028
C 0.2520 -6.5761 3.4504 -0.827
C 0.7964 -5.8585 4.6775 -0.432
O 1.8092 -4.9103 4.2760 -0.313
S 1.5375 -3.3173 4.3249 1.124
C 1.7662 -3.0386 6.1025 -1.121
O 2.5657 -2.7158 3.5860 -0.677
O 0.2102 -2.9909 3.9814 -0.371
H -0.3485 -7.4074 3.8377 0.397
H 0.9677 -6.8934 2.6591 0.247
H -0.4432 -5.8583 2.9857 0.067
H -0.0607 -5.3203 5.1376 0.335
H 1.2840 -6.4677 5.3773 0.443
H 2.8292 -3.1028 6.2468 0.401
H 1.2122 -3.8100 6.6066 0.397
H 1.4212 -2.0843 6.3807 0.320
C 6.6909 -3.9153 -3.4601 -1.281
C 6.2827 -2.7662 -4.3442 0.361
O 4.9973 -2.9261 -4.9341 -0.319
S 4.2125 -1.6293 -5.3538 1.649
C 3.6947 -1.1361 -3.7249 1.224
O 5.1581 -0.7339 -5.9538 -0.715
O 3.0328 -1.9469 -6.1493 -0.641
H 7.7209 -3.6852 -3.1275 0.409
H 6.7444 -4.6968 -4.2040 0.443
H 6.0474 -4.1671 -2.5824 0.101
H 6.1410 -1.8543 -3.7715 -0.157
H 6.9503 -2.4750 -5.1919 0.261
H 3.2261 -1.8536 -3.0858 -0.687
H 3.0189 -0.3412 -3.8517 -0.422
H 4.6814 -0.8427 -3.3089 -0.560
C 7.9508 1.4987 0.4790 -1.441
C 6.3673 1.4018 0.7253 0.154
O 6.0879 -0.0173 0.9734 -0.249
S 6.4672 -1.0792 -0.2794 0.988
C 5.2231 -2.2719 0.1312 -0.170
O 6.1862 -0.3716 -1.5179 -0.602
O 7.7933 -1.5344 -0.0936 -0.652
H 8.2670 1.2575 -0.5176 0.337
H 8.5916 0.9208 1.0955 0.375
H 8.1578 2.5704 0.5727 0.416
H 6.0125 1.8397 1.6667 0.440
H 5.7928 1.7856 -0.1113 -0.234
H 5.6993 -2.7907 0.9679 0.562
H 5.0791 -3.0923 -0.6068 -0.123
H 4.3115 -1.7155 0.4570 -0.182

---

Record 2
194
Properties=species:S:1:pos:R:3:mulliken_charge:R:1 method="wB97M-V/def2-TZVPD" homo_energy_ev=-10.4 charge=+5 gap_ha=0.1305 e_lumo_ev=-6.817 energy_ha=-7852.35370
C -4.8693 29.5606 -28.1963 -0.840
C -4.3229 28.6090 -27.1169 -0.674
C -2.8290 28.2422 -27.3157 -0.587
C -1.7850 29.2379 -26.7728 -0.580
N -0.4920 29.3406 -27.6629 0.216
C 0.3460 28.0037 -27.6585 -0.600
C 0.9156 27.8728 -29.0319 -0.543
C -0.3242 28.2888 -29.8537 -0.523
C -0.7484 29.6199 -29.1271 -0.502
C 0.3571 30.5006 -27.1144 -1.066
H -3.9558 29.9262 -28.6653 0.108
H -5.4619 30.3777 -27.7847 0.292
H -5.5284 29.0854 -28.9228 0.323
H -5.1149 27.8625 -27.0570 0.393
H -4.3899 29.0424 -26.1190 0.357
H -2.7049 28.1150 -28.3911 0.202
H -2.5877 27.2872 -26.8489 0.443
H -1.3912 28.7658 -25.8728 0.337
H -2.1078 30.2758 -26.6905 0.405
H 1.0515 27.9707 -26.8282 0.358
H -0.3135 27.1480 -27.5140 0.312
H 1.8206 28.4754 -29.1086 0.322
H 1.1086 26.8087 -29.1674 0.371
H -0.1020 28.4759 -30.9043 0.413
H -1.1623 27.5921 -29.8702 0.295
H -0.0641 30.3866 -29.4902 0.403
H -1.7587 30.0122 -29.2428 0.121
H 1.2499 30.7647 -27.6812 0.395
H 0.6557 30.2416 -26.0986 0.412
H -0.2945 31.3743 -27.1162 0.433
C -1.7355 38.3090 -33.0964 -1.244
C -3.1246 38.2337 -33.6695 -0.553
C -4.1136 39.2231 -33.0434 -0.387
C -3.7207 40.6908 -33.4515 -0.932
N -4.7728 41.7582 -32.9637 0.261
C -6.1850 41.5502 -33.5761 -0.700
C -6.6058 42.9048 -34.0984 -0.635
C -5.3469 43.4050 -34.6572 -0.487
C -4.3951 43.1758 -33.5023 -0.562
C -4.9184 41.8676 -31.3950 -0.998
H -1.1528 37.3964 -33.2218 0.362
H -1.6705 38.5348 -32.0320 0.312
H -1.0315 39.0177 -33.5325 0.340
H -3.5298 37.2260 -33.5772 0.373
H -3.0598 38.4630 -34.7331 0.321
H -4.0380 39.0378 -31.9719 0.303
H -5.1149 39.0042 -33.4144 0.403
H -3.6681 40.9356 -34.5123 0.421
H -2.7406 40.9722 -33.0663 0.420
H -6.7871 41.0414 -32.8232 0.428
H -6.1571 40.7995 -34.3659 0.393
H -7.0404 43.5357 -33.3230 0.287
H -7.3506 42.7176 -34.8719 0.362
H -5.3702 44.4104 -35.0776 0.384
H -5.0176 42.9375 -35.5851 0.328
H -4.6470 43.8399 -32.6755 0.345
H -3.3513 43.2382 -33.8098 0.296
H -5.3248 40.8950 -31.1176 0.388
H -5.5508 42.7071 -31.1062 0.443
H -3.9063 41.9132 -30.9929 0.333
C -1.8057 37.2810 -18.1742 -1.032
C -1.3187 38.7440 -18.1058 -0.883
C 0.0971 38.9511 -18.4533 -0.457
C 1.1279 38.3680 -17.3659 -0.890
N 2.4548 37.9168 -18.1044 0.037
C 2.2646 36.7877 -19.1404 -0.481
C 2.3458 35.4631 -18.3522 -0.637
C 3.2537 35.7820 -17.1650 -0.583
C 3.4614 37.2868 -17.0578 -0.453
C 3.1948 39.1147 -18.7459 -0.991
H -2.8478 37.1343 -17.8903 0.380
H -1.1860 36.6422 -17.5449 0.233
H -1.6322 36.9735 -19.2054 0.272
H -1.6192 39.2015 -17.1632 0.370
H -1.9781 39.3108 -18.7631 0.373
H 0.2879 40.0183 -18.3407 0.339
H 0.2671 38.6728 -19.4934 0.503
H 0.8534 37.5130 -16.7480 0.535
H 1.4839 39.1088 -16.6500 0.426
H 3.1204 36.8397 -19.8135 0.462
H 1.3548 36.9568 -19.7164 0.313
H 2.7050 34.6429 -18.9738 0.465
H 1.3810 35.1660 -17.9410 0.218
H 4.1723 35.2434 -17.3976 0.333
H 2.8964 35.4756 -16.1819 0.330
H 4.4617 37.4855 -17.4425 0.266
H 3.3598 37.7210 -16.0632 0.350
H 4.1986 38.7739 -18.9997 0.475
H 3.2260 39.9686 -18.0692 0.347
H 2.6078 39.4194 -19.6124 0.382
C -6.4104 30.4761 -16.5847 -1.144
C -5.7005 29.9701 -15.2551 -0.714
C -5.9476 30.8319 -14.1292 -0.341
C -7.3580 30.8150 -13.5710 -0.808
N -7.5785 32.0172 -12.5810 0.366
C -9.0743 32.1746 -12.2809 -0.553
C -9.5161 33.6442 -12.5126 -0.537
C -8.1742 34.4141 -12.4516 -0.765
C -7.1516 33.4356 -13.0638 -0.626
C -6.8297 31.6329 -11.2495 -1.078
H -6.7868 29.6729 -17.2182 0.324
H -5.6890 31.1312 -17.0731 0.328
H -7.3204 31.0570 -16.4347 0.315
H -4.6337 30.1003 -15.4369 0.352
H -6.0225 28.9642 -14.9858 0.368
H -5.5916 31.8282 -14.3915 0.334
H -5.3010 30.6210 -13.2773 0.319
H -7.8020 29.9673 -13.0492 0.439
H -8.1003 31.0362 -14.3380 0.412
H -9.2192 31.9343 -11.2277 0.325
H -9.7618 31.4879 -12.7748 0.355
H -10.1670 34.1288 -11.7848 0.331
H -9.9639 33.8294 -13.4889 0.344
H -7.8417 34.8048 -11.4899 0.376
H -8.2911 35.2813 -13.1016 0.370
H -6.2314 33.9026 -12.7131 0.244
H -7.3028 33.5191 -14.1401 0.479
H -5.7564 31.5624 -11.4259 0.319
H -7.2400 30.6744 -10.9319 0.387
H -7.1085 32.3894 -10.5159 0.481
C 8.4437 30.4910 -40.2669 -1.188
C 7.1898 29.7536 -39.7761 -0.741
C 7.3600 28.8508 -38.5877 -0.365
C 8.2504 27.6190 -38.8439 -0.840
N 8.6803 26.9971 -37.5279 0.082
C 9.6790 27.9490 -36.7992 -0.483
C 10.5433 26.9549 -36.0020 -0.775
C 10.6014 25.6465 -36.8038 -0.495
C 9.5072 25.7096 -37.8722 -0.615
C 7.5205 26.4497 -36.6727 -1.006
H 8.7780 31.2680 -39.5794 0.313
H 8.1443 31.0674 -41.1422 0.383
H 9.2770 29.8439 -40.5409 0.320
H 6.8145 29.1895 -40.6299 0.331
H 6.3984 30.4728 -39.5654 0.366
H 6.3318 28.5646 -38.3663 0.305
H 7.6914 29.3525 -37.6785 0.357
H 9.1667 27.9234 -39.3496 0.410
H 7.7978 26.8985 -39.5252 0.509
H 9.1596 28.7430 -36.2626 0.428
H 10.3262 28.3738 -37.5666 0.367
H 10.0585 26.8643 -35.0299 0.335
H 11.5580 27.3224 -35.8493 0.420
H 10.4934 24.8543 -36.0629 0.285
H 11.5879 25.5174 -37.2490 0.363
H 8.7642 24.9124 -37.8929 0.379
H 9.9231 25.6315 -38.8767 0.364
H 6.9981 27.3389 -36.3198 0.393
H 7.9963 25.9569 -35.8248 0.438
H 6.8101 25.8592 -37.2512 0.358
C 6.7922 39.8531 -28.5300 -0.994
N 6.6750 39.8758 -26.9927 -0.063
C 6.4471 38.3577 -26.7443 -0.991
C 7.9193 40.3938 -26.2029 -0.831
C 5.4215 40.7824 -26.7604 -0.331
C 4.0451 40.0462 -26.7436 -0.706
O 3.8635 39.2099 -25.6758 -0.507
H 7.0297 40.8672 -28.8513 0.442
H 5.9092 39.4792 -29.0482 0.376
H 7.5683 39.1467 -28.8248 0.403
H 7.2922 37.8151 -27.1679 0.450
H 5.4850 37.9353 -27.0342 0.361
H 6.5265 38.3232 -25.6577 0.392
H 8.8476 39.9412 -26.5513 0.342
H 7.7339 40.1522 -25.1563 0.383
H 7.9624 41.4607 -26.4220 0.381
H 5.4457 41.5744 -27.5089 0.339
H 5.6062 41.1688 -25.7581 0.406
H 3.8280 39.4230 -27.6111 0.386
H 3.2647 40.7970 -26.8679 0.453
H 3.0132 38.7652 -25.6468 0.309
C 9.5467 29.5742 -24.6498 -0.862
N 10.3997 28.3433 -24.7547 -0.212
C 9.6504 27.1776 -23.9754 -0.797
C 10.6025 28.0585 -26.2337 -0.965
C 11.8206 28.5763 -24.1529 -0.474
C 12.7282 27.3942 -23.8652 -0.562
O 12.2720 26.6291 -22.7585 -0.523
H 8.5415 29.4202 -25.0424 0.373
H 9.9754 30.4884 -25.0602 0.368
H 9.5180 29.7955 -23.5830 0.421
H 10.2416 26.2676 -24.0773 0.368
H 8.6700 27.1583 -24.4515 0.390
H 9.5828 27.5595 -22.9568 0.370
H 11.0968 27.0896 -26.3040 0.384
H 11.0562 28.9205 -26.7228 0.402
H 9.6118 27.9412 -26.6729 0.405
H 11.6225 29.1554 -23.2510 0.450
H 12.2662 29.2697 -24.8662 0.370
H 13.7430 27.7041 -23.6157 0.433
H 12.8592 26.7690 -24.7484 0.331
H 12.7990 25.8299 -22.6866 0.329
Br 2.6753 27.2858 -20.5774 -0.998
Br 6.6289 32.8897 -31.6798 -0.999